ORCA calculation (the ωB97M-V functional and the def2-TZVPD basis) on 2 unconnected molecules or ions with the total composition CH4BrP.

Output
Energy above the lowest of the compared OMol25 structures with the same formula, charge and spin, kJ/mol: 182.0
Orbital gap, eV: 8.76

```
! wB97M-V def2-TZVPD RIJCOSX def2/J DEFGRID3
* xyz 0 1
C 0.11536 0.33874 0.41745
P -1.09460 -1.03083 0.17923
Br -2.86486 0.16292 -0.29748
H 0.03527 0.59752 1.48005
H -0.08947 1.22608 -0.17974
H 1.12474 -0.02164 0.23163
H -0.81428 -1.79000 -1.76897
*
```